# 1
{"formula": "C18H22ClN3O2S", "method": "ωB97M-V with the def2-TZVPD basis set", "elements": ["O", "C", "C", "C", "C", "O", "C", "C", "N", "C", "C", "C", "N", "C", "N", "C", "C", "C", "Cl", "C", "C", "C", "S", "C", "C", "H", "H", "H", "H", "H", "H", "H", "H", "H", "H", "H", "H", "H", "H", "H", "H", "H", "H", "H", "H", "H", "H"], "coordinates": [[0.20062, 2.79989, -3.29075], [0.16477, 2.69382, -2.07329], [0.96958, 3.73713, -1.24796], [2.37079, 3.28773, -0.97481], [3.15659, 4.39650, -0.22126], [3.11443, 5.61579, -0.99847], [1.79791, 6.12980, -1.20069], [0.98180, 5.07639, -1.99808], [-0.65269, 1.69082, -1.56518], [-0.62676, 1.25584, -0.14292], [0.19574, -0.02410, 0.14300], [-0.11931, -1.14769, -0.81247], [-1.58636, -1.22600, -1.07498], [-2.32741, -2.15704, -0.33959], [-1.79040, -2.93062, 0.56655], [-2.73224, -3.79147, 1.14650], [-2.44888, -4.77376, 2.13852], [-3.44977, -5.61063, 2.58718], [-3.04397, -6.85078, 3.71330], [-4.77223, -5.47628, 2.10203], [-5.03570, -4.49043, 1.13307], [-4.02909, -3.64500, 0.64716], [-4.05278, -2.35586, -0.54019], [-2.23599, -0.29055, -2.02458], [-1.37384, 0.86038, -2.55218], [0.45117, 3.94215, -0.29134], [2.89739, 3.01026, -1.87868], [2.30189, 2.40657, -0.29974], [4.21240, 4.09978, -0.09917], [2.65722, 4.57712, 0.73540], [1.32452, 6.33753, -0.23771], [1.84609, 7.07751, -1.78406], [1.46780, 5.00295, -2.94912], [-0.01892, 5.44167, -2.16704], [-1.64810, 1.13030, 0.19587], [-0.22324, 2.08401, 0.49964], [1.25053, 0.22403, 0.10235], [0.00264, -0.29772, 1.18536], [0.29163, -2.12786, -0.43336], [0.37344, -1.00014, -1.78146], [-1.44229, -4.87503, 2.54135], [-5.49221, -6.19630, 2.44170], [-6.05880, -4.42314, 0.74251], [-2.63985, -0.83287, -2.90094], [-3.05052, 0.23479, -1.52290], [-0.60840, 0.39772, -3.19804], [-1.98408, 1.51679, -3.19692]], "lowdin_charge": [0.0548, -0.3808, -0.2512, -0.1326, -0.1631, -0.1546, -0.1890, -0.1259, -0.0257, -0.1285, -0.1537, -0.1485, -0.1003, -0.5790, 0.0907, -0.2918, -0.0469, -0.6911, 0.6717, -0.0994, -0.0806, -0.4741, 1.0745, -0.1621, -0.1363, 0.1412, 0.1292, 0.1163, 0.1286, 0.1186, 0.1147, 0.1321, 0.1137, 0.1186, 0.1115, 0.1246, 0.0975, 0.1172, 0.1319, 0.1181, 0.1106, 0.0938, 0.1105, 0.1298, 0.1072, 0.1216, 0.1362], "gap_ha": 0.320, "lumo_ev": 0.48, "e_tot_ha": -1872.24133}

---

# 2
{"formula": "C6H10O", "method": "ωB97M-V with the def2-TZVPD basis set", "elements": ["C", "C", "C", "O", "C", "C", "C", "H", "H", "H", "H", "H", "H", "H", "H", "H", "H"], "coordinates": [[2.39030, -0.17885, 0.00196], [1.12911, 0.67842, 0.08183], [-0.04406, -0.06954, 0.68860], [-1.09540, 0.80854, 1.16779], [-2.06638, 0.04659, 0.45984], [-1.84503, 0.15256, -1.00780], [-1.03713, -0.82854, -0.19043], [2.22326, -1.08736, -0.58841], [2.71800, -0.48566, 1.00215], [3.21324, 0.37284, -0.46348], [0.85235, 1.04684, -0.91355], [1.31543, 1.56146, 0.70461], [0.29445, -0.70114, 1.52272], [-3.00753, -0.17300, 0.95430], [-2.60514, -0.30330, -1.63718], [-1.39253, 1.05722, -1.40962], [-1.04294, -1.89706, -0.37332]], "lowdin_charge": [-0.1050, -0.2005, -0.3006, -0.0446, -0.2517, -0.0531, -0.1385, 0.0757, 0.0735, 0.0703, 0.1096, 0.1194, 0.1526, 0.1457, 0.1077, 0.1074, 0.1318], "gap_ha": 0.382, "lumo_ev": 1.15, "e_tot_ha": -309.77999}

---

# 3
{"formula": "C34H49N5P2PtS", "method": "ωB97M-V with the def2-TZVPD basis set", "elements": ["Pt", "C", "C", "N", "N", "C", "N", "S", "C", "C", "C", "C", "C", "N", "H", "H", "H", "H", "H", "H", "H", "H", "H", "C", "C", "C", "P", "C", "C", "C", "C", "C", "C", "C", "C", "C", "C", "N", "C", "C", "C", "C", "C", "C", "C", "P", "C", "C", "C", "C", "C", "C", "H", "H", "H", "H", "H", "H", "H", "H", "H", "H", "H", "H", "H", "H", "H", "H", "H", "H", "H", "H", "H", "H", "H", "H", "H", "H", "H", "H", "H", "H", "H", "H", "H", "H", "H", "H", "H", "H", "H", "H"], "coordinates": [[0.60871, -0.71791, 0.09421], [0.67646, -3.61936, 3.57447], [0.46674, -2.92421, 2.26986], [0.30274, -1.65360, 2.17662], [0.22427, -0.83808, 3.20528], [1.09375, 0.12623, 3.30631], [1.02557, 1.01724, 4.30140], [2.35904, 0.25492, 2.13086], [0.48498, -3.67762, 1.02119], [0.16463, -5.03529, 0.98539], [0.26433, -5.71952, -0.21240], [0.66802, -5.02336, -1.34523], [0.94334, -3.67170, -1.23240], [0.86453, -3.00963, -0.08306], [0.98184, -2.90278, 4.33492], [1.43265, -4.39618, 3.48113], [-0.25363, -4.08122, 3.90752], [0.38874, 0.87052, 5.06860], [1.78638, 1.66370, 4.42755], [-0.17566, -5.53098, 1.88042], [0.02788, -6.77153, -0.26090], [0.76572, -5.52495, -2.29413], [1.26361, -3.10370, -2.09496], [3.63601, -0.93091, -2.78162], [3.70737, 0.01458, -1.58503], [4.15834, -0.75201, -0.34586], [2.00068, 0.69963, -1.30083], [1.49839, 1.58682, -2.87439], [0.33406, 2.53953, -2.61130], [2.66258, 2.38746, -3.45082], [2.10970, 2.10653, -0.15544], [3.20286, 2.94110, -0.06857], [3.22525, 4.01005, 0.82797], [4.38305, 4.93854, 0.88478], [2.13641, 4.16246, 1.69413], [1.03617, 3.34161, 1.62641], [0.95038, 2.32693, 0.64987], [-0.09071, 1.48500, 0.44714], [-1.38956, 1.69787, 0.71896], [-1.92366, 2.95196, 1.10185], [-3.21448, 3.06826, 1.55568], [-4.07299, 1.96594, 1.59379], [-5.42524, 2.04253, 2.20054], [-3.62329, 0.77760, 1.01426], [-2.32781, 0.62878, 0.56467], [-1.80216, -0.83918, -0.36387], [-2.79475, -2.35366, 0.11672], [-2.94140, -2.44472, 1.64148], [-4.13175, -2.58152, -0.58618], [-2.18012, -0.30846, -2.11437], [-3.61477, 0.11609, -2.40576], [-1.64415, -1.34680, -3.09346], [4.60226, -1.40262, -2.94125], [3.35678, -0.42050, -3.69946], [2.90795, -1.71588, -2.58399], [4.40282, 0.83490, -1.78722], [3.40795, -1.50214, -0.07579], [4.30575, -0.08848, 0.50394], [5.09725, -1.26716, -0.53778], [1.18617, 0.81043, -3.57967], [0.68711, 3.43735, -2.10893], [-0.43696, 2.09500, -1.98890], [-0.11736, 2.83905, -3.55368], [2.98560, 3.14916, -2.74557], [2.32414, 2.89558, -4.35154], [3.51428, 1.77212, -3.72086], [4.07023, 2.76098, -0.68633], [5.23166, 4.55439, 0.32693], [4.68493, 5.12529, 1.91317], [4.10761, 5.90247, 0.45357], [2.17350, 4.93386, 2.44703], [0.25696, 3.43645, 2.36519], [-1.30435, 3.83120, 1.01906], [-3.57523, 4.03236, 1.88044], [-5.72692, 3.06973, 2.37536], [-5.41369, 1.52313, 3.16041], [-6.16751, 1.54737, 1.57916], [-4.31335, -0.04615, 0.91908], [-2.12464, -3.15959, -0.21944], [-3.90150, -2.05038, 1.96541], [-2.16180, -1.88983, 2.16267], [-2.89175, -3.48486, 1.95883], [-4.83431, -1.76883, -0.42499], [-4.58022, -3.49207, -0.19033], [-4.00070, -2.72763, -1.65417], [-1.55132, 0.58573, -2.19963], [-4.28748, -0.72700, -2.50441], [-3.63528, 0.65778, -3.34918], [-3.99709, 0.78395, -1.63727], [-2.22071, -2.26780, -3.06611], [-0.60378, -1.57599, -2.86077], [-1.68607, -0.95436, -4.10640]], "lowdin_charge": [0.8000, 0.0158, -0.2639, -0.1288, 0.0358, -0.7704, 0.1121, 0.9314, -0.2377, 0.0151, -0.0117, -0.0118, -0.1217, -0.0084, 0.0844, 0.1017, 0.1044, 0.1205, 0.1010, 0.1250, 0.1263, 0.1214, 0.0958, -0.0963, -0.5283, -0.1547, 0.9819, -0.4965, -0.1002, -0.0911, -0.3649, -0.0363, -0.2336, -0.0235, -0.0027, -0.0251, -0.3777, -0.0086, -0.2710, 0.0206, 0.0051, -0.2299, -0.0195, -0.0339, -0.2698, 1.0193, -0.4964, -0.1017, -0.0904, -0.5176, -0.0768, -0.1013, 0.0962, 0.0700, 0.0549, 0.1085, 0.0373, 0.0217, 0.0940, 0.1080, 0.0887, 0.0354, 0.0976, 0.0737, 0.0971, 0.0685, 0.1159, 0.0869, 0.0947, 0.1023, 0.1296, 0.1140, 0.1154, 0.1284, 0.0894, 0.1029, 0.0944, 0.1068, 0.0923, 0.0815, 0.0455, 0.0873, 0.0745, 0.0955, 0.0663, 0.0699, 0.0672, 0.0932, 0.0704, 0.0755, 0.0424, 0.0911], "total_charge": 2, "gap_ha": [0.262, 0.209], "multiplicity": 5, "lumo_ev": [-5.39, -8.01], "e_tot_ha": -2798.44328}

---

# 4
{"formula": "C5H10ClNOSi", "method": "ωB97M-V with the def2-TZVPD basis set", "elements": ["C", "C", "C", "O", "N", "Si", "C", "C", "Cl", "H", "H", "H", "H", "H", "H", "H", "H", "H", "H"], "coordinates": [[-2.71903, 2.11293, 0.19767], [-2.63829, 0.81875, -0.18238], [-1.34782, 0.00397, 0.01967], [-1.40552, -1.23689, 0.03508], [-0.25059, 0.74175, 0.13529], [1.24965, -0.12313, 0.12668], [1.68758, -1.51864, 1.46740], [1.54430, -0.93852, -1.54808], [2.93189, 1.13589, 0.19989], [-3.75194, 2.58383, 0.10128], [-1.89675, 2.79577, 0.45153], [-3.54451, 0.31478, -0.54228], [-0.31929, 1.70582, 0.07637], [2.74880, -1.32557, 1.69610], [1.13913, -1.28478, 2.32909], [1.60664, -2.59532, 1.14483], [1.46218, -2.00973, -1.63001], [0.97339, -0.48739, -2.37415], [2.53019, -0.69354, -1.70398]], "lowdin_charge": [0.0161, -0.0625, -0.5447, 0.0349, 0.0097, 0.2339, -0.1785, -0.2011, 0.3008, 0.0830, 0.0606, 0.1083, 0.0575, 0.0071, -0.0145, 0.0532, 0.0329, 0.0444, -0.0410], "gap_ha": 0.387, "lumo_ev": 0.43, "e_tot_ha": -1076.26844}

---

Copy entry 4 word for word.
{"formula": "C5H10ClNOSi", "method": "ωB97M-V with the def2-TZVPD basis set", "elements": ["C", "C", "C", "O", "N", "Si", "C", "C", "Cl", "H", "H", "H", "H", "H", "H", "H", "H", "H", "H"], "coordinates": [[-2.71903, 2.11293, 0.19767], [-2.63829, 0.81875, -0.18238], [-1.34782, 0.00397, 0.01967], [-1.40552, -1.23689, 0.03508], [-0.25059, 0.74175, 0.13529], [1.24965, -0.12313, 0.12668], [1.68758, -1.51864, 1.46740], [1.54430, -0.93852, -1.54808], [2.93189, 1.13589, 0.19989], [-3.75194, 2.58383, 0.10128], [-1.89675, 2.79577, 0.45153], [-3.54451, 0.31478, -0.54228], [-0.31929, 1.70582, 0.07637], [2.74880, -1.32557, 1.69610], [1.13913, -1.28478, 2.32909], [1.60664, -2.59532, 1.14483], [1.46218, -2.00973, -1.63001], [0.97339, -0.48739, -2.37415], [2.53019, -0.69354, -1.70398]], "lowdin_charge": [0.0161, -0.0625, -0.5447, 0.0349, 0.0097, 0.2339, -0.1785, -0.2011, 0.3008, 0.0830, 0.0606, 0.1083, 0.0575, 0.0071, -0.0145, 0.0532, 0.0329, 0.0444, -0.0410], "gap_ha": 0.387, "lumo_ev": 0.43, "e_tot_ha": -1076.26844}